(1)
ORCA calculation (the ωB97M-V functional and the def2-TZVPD basis) on a molecular structure, C7H18N2 at a distorted geometry.

Output
HOMO level   -7.57 eV
E_LUMO   0.9 eV
Maximum force   2.88 eV/A
Energy relative to the best compared isomer or geometry (same formula, charge and spin)   331.23 kJ/mol

The geometry in XYZ format:
```
27
Properties=species:S:1:pos:R:3:forces:R:3
C 1.0406 0.3425 -0.9927 -0.94 -0.38 0.47
C -0.2815 0.3668 1.2381 0.11 0.07 -0.41
C -1.0727 -1.1626 -0.5065 0.32 0.05 0.13
C 2.2589 0.2422 -0.0805 -0.12 -0.03 -0.06
C 1.1887 -0.6407 -2.1501 -0.10 0.10 0.17
C 0.6602 1.7314 -1.4761 -1.17 -0.30 0.72
C -2.2128 -0.4943 2.5775 0.02 -0.06 -0.02
N -0.3427 0.0703 -0.2162 0.36 -1.21 0.69
N -1.5472 0.5892 1.8811 -0.09 -0.05 -0.10
H -2.1663 1.1572 1.3196 0.03 -0.03 0.04
H 0.2972 1.2877 1.3165 0.09 -0.04 0.00
H 0.2479 -0.4317 1.7715 0.01 0.06 0.08
H -0.5474 -2.0509 -0.1351 -0.02 -0.09 -0.04
H -1.2290 -1.2580 -1.5779 0.00 -0.05 0.00
H -2.0507 -1.1251 -0.0333 0.01 0.07 0.01
H 1.1611 2.5227 -0.9186 -0.02 0.09 0.02
H 3.1521 0.3733 -0.6934 0.00 -0.07 0.01
H 2.3174 -0.7323 0.4129 0.07 0.01 -0.01
H 2.2804 1.0246 0.6752 -0.03 -0.02 0.03
H 2.0992 -0.3857 -2.6906 0.06 -0.02 0.02
H 1.2651 -1.6738 -1.8069 0.03 -0.03 -0.04
H 0.3655 -0.5603 -2.8588 -0.04 0.01 0.01
H 0.8347 1.8667 -2.5419 -0.21 0.11 -0.06
H -0.5572 1.2732 -0.9015 1.58 1.76 -1.63
H -3.0198 -0.0816 3.1855 0.04 -0.03 -0.02
H -1.5015 -0.9664 3.2591 -0.05 0.02 -0.02
H -2.6404 -1.2842 1.9432 0.04 0.05 0.03
```
Forces are in eV/Å.

(2)
ORCA calculation (the ωB97M-V functional and the def2-TZVPD basis) on C2H5N3OS in the gas phase at a distorted geometry.

Output
HOMO level   -9.72 eV
Structure (SMILES)   [H]/N=C/NSC(N)=O
E_LUMO   0.6 eV
Maximum force   2.03 eV/A
Energy relative to the best compared isomer or geometry (same formula, charge and spin)   95.24 kJ/mol

The geometry in XYZ format:
```
12
Properties=species:S:1:pos:R:3:forces:R:3
H -3.8565 0.4689 -0.8624 0.81 -0.04 1.46
N -3.2681 0.3056 0.0066 0.60 -0.02 -1.94
C -2.0517 0.1824 -0.3771 0.03 -0.48 0.92
N -0.9950 -0.0957 0.5443 -0.87 -0.75 0.04
S 0.3616 -1.0610 0.0141 -0.98 1.43 0.12
C 1.6092 0.2137 -0.0860 1.08 0.06 1.06
N 1.3183 1.5447 0.1099 -0.41 -0.56 -0.17
O 2.7293 -0.2477 -0.2195 -0.49 0.64 -0.57
H -1.6334 0.2564 -1.3813 -0.34 0.10 -0.19
H -1.3714 -0.4728 1.4261 0.26 0.48 -0.46
H 2.0907 2.2025 -0.0062 -0.51 -0.48 0.25
H 0.4192 1.8437 0.5079 0.82 -0.37 -0.52
```
Forces are in eV/Å.

(3)
ORCA calculation (the ωB97M-V functional and the def2-TZVPD basis) on a molecular structure, C31H43AsAuN4O3PSTe.

Output
HOMO level   -6.76 eV
E_LUMO   -0.1 eV
Maximum force   0.55 eV/A
Energy relative to the best compared isomer or geometry (same formula, charge and spin)   0.00 kJ/mol

The geometry in XYZ format:
```
86
Properties=species:S:1:pos:R:3:forces:R:3
Au 1.0426 -1.5511 0.3347 0.25 0.12 0.26
Te 3.0769 -2.7813 -0.6207 -0.32 -0.11 -0.34
C 1.6163 -5.9877 -2.2106 0.05 -0.05 0.03
S 0.9450 -4.3746 -2.4387 0.54 0.07 -0.10
O 0.3692 -4.2940 -3.7593 -0.07 -0.04 -0.02
O 2.1908 -3.4684 -2.4329 -0.19 0.05 0.37
O 0.0746 -4.0944 -1.3270 -0.06 -0.12 0.07
H 2.1908 -6.2511 -3.0946 0.02 0.02 0.00
H 0.7940 -6.6831 -2.0614 -0.02 0.03 -0.02
H 2.2525 -5.9565 -1.3275 -0.02 -0.02 0.01
C 5.7585 -0.2141 4.4829 0.03 0.00 0.02
C 4.3623 0.0858 4.0110 0.00 0.01 0.00
C 3.3749 -0.8859 4.0154 0.00 0.00 0.01
C 2.0776 -0.6350 3.5694 0.00 0.01 0.01
C 1.0461 -1.7152 3.7974 -0.01 -0.02 0.00
C 1.7840 0.6253 3.0295 0.02 0.10 -0.03
As -0.0126 1.0230 2.3456 -0.07 -0.18 0.03
N -0.4345 -0.5440 1.4381 0.25 0.17 -0.05
C -1.6541 -1.1335 1.6594 -0.12 -0.21 0.01
C -1.9453 -2.3751 1.0423 0.07 -0.01 0.10
C -3.1792 -2.9907 1.1652 -0.01 0.00 -0.02
C -4.1995 -2.4107 1.9103 0.02 0.02 0.00
C -3.9215 -1.2171 2.5641 -0.03 0.00 0.01
C -2.6874 -0.5951 2.4595 -0.04 0.06 -0.11
C 0.2062 2.1989 0.7496 0.01 0.13 0.14
C -0.9225 3.0213 0.5441 0.07 0.14 0.12
C -2.1502 2.9701 1.4244 -0.03 0.03 0.00
C -0.9639 3.9003 -0.5337 0.01 0.06 0.04
C 0.0769 3.9856 -1.4487 -0.01 0.06 0.03
C 0.0249 4.9381 -2.6123 -0.01 0.01 -0.02
C 1.1710 3.1618 -1.2490 0.03 -0.03 0.00
C 1.2636 2.2797 -0.1694 -0.04 -0.04 -0.05
C 2.5313 1.4691 -0.1163 0.02 -0.07 0.03
C 2.7299 1.6573 3.1481 0.01 -0.02 -0.01
C 2.4083 3.0910 2.8067 0.02 0.04 0.02
C 4.0042 1.3692 3.6165 -0.01 -0.02 0.01
H 5.8681 -1.2652 4.7480 -0.01 0.00 0.00
H 6.0149 0.3826 5.3606 -0.01 0.00 0.00
H 6.4925 0.0161 3.7086 -0.01 0.00 -0.01
H 3.6049 -1.8710 4.4090 0.00 0.00 0.00
H 1.3690 -2.3436 4.6284 -0.01 0.00 0.00
H 0.9020 -2.3536 2.9262 0.01 0.00 -0.01
H 0.0702 -1.2995 4.0528 0.00 0.01 -0.02
H -1.1410 -2.8862 0.5223 -0.03 -0.01 -0.09
H -3.3326 -3.9548 0.6908 0.01 0.02 0.00
H -5.1633 -2.8913 2.0104 0.00 0.00 0.00
H -4.6807 -0.7542 3.1841 -0.01 0.00 0.00
H -2.5233 0.3267 3.0024 0.02 -0.03 0.01
H -2.5362 1.9550 1.5328 0.00 0.02 -0.05
H -2.9426 3.5778 0.9872 0.01 0.02 0.00
H -1.9508 3.3436 2.4301 0.03 -0.03 0.00
H -1.8431 4.5222 -0.6670 0.01 0.00 -0.01
H -0.9046 5.5070 -2.6166 0.00 0.00 0.01
H 0.1006 4.4080 -3.5643 0.01 -0.01 -0.01
H 0.8530 5.6477 -2.5751 0.00 0.00 0.01
H 2.0054 3.2070 -1.9438 -0.01 0.00 -0.01
H 3.3994 2.1285 -0.2003 -0.01 -0.02 0.01
H 2.5636 0.7748 -0.9572 0.02 -0.03 -0.03
H 2.6349 0.8836 0.7896 -0.02 -0.03 0.00
H 1.3613 3.3350 2.9945 0.01 0.00 0.00
H 2.6120 3.3234 1.7602 -0.01 0.00 0.04
H 3.0153 3.7591 3.4184 0.01 -0.01 0.00
H 4.7314 2.1725 3.6869 0.00 0.00 0.00
C -2.4976 -0.8227 -4.4429 -0.03 -0.04 0.06
N -2.6382 -1.4571 -3.0638 -0.02 0.09 0.02
C -3.3790 -0.4739 -2.1436 0.05 -0.06 -0.07
N -2.7215 0.7823 -2.1253 -0.02 -0.03 0.04
C -2.5935 1.3232 -3.4694 0.00 -0.02 -0.02
N -1.8475 0.4390 -4.3655 0.03 0.00 0.02
C -0.4344 0.3169 -3.9562 -0.02 0.02 -0.02
P -0.1741 -0.3818 -2.2415 -0.02 0.05 -0.27
C -1.2928 -1.8381 -2.5045 -0.12 0.00 -0.01
C -1.4237 0.7175 -1.4342 -0.02 0.01 -0.11
H -3.5122 -0.7070 -4.8287 0.01 0.00 -0.02
H -1.9360 -1.5278 -5.0551 0.01 0.01 -0.01
H -3.2000 -2.3039 -3.1486 0.02 -0.01 0.02
H -3.4023 -0.9283 -1.1517 -0.01 -0.01 0.01
H -4.3852 -0.3864 -2.5583 -0.01 0.01 0.03
H -2.0805 2.2825 -3.4136 0.00 0.01 0.01
H -3.5910 1.4775 -3.8887 -0.01 0.00 0.00
H 0.0156 1.3114 -3.9901 0.00 0.00 -0.01
H 0.0916 -0.3007 -4.6873 0.01 -0.01 0.01
H -1.4688 -2.3543 -1.5651 0.01 0.03 0.06
H -0.8435 -2.5556 -3.1935 -0.06 0.11 0.00
H -1.0028 1.7231 -1.3998 -0.11 -0.24 -0.14
H -1.5648 0.3956 -0.4035 -0.03 -0.05 0.00
```
Forces are in eV/Å.

Number 1: calculated total energy -10528.177 eV. Number 2: calculated total energy -19507.963 eV. Number 3: calculated total energy -136895.536 eV.